The following is a DFT calculation (ωB97M-V/def2-TZVPD) of a molecular structure, C34H47AsN5O4S2Si2Tl.

Structure (XYZ):
```
96
Properties=species:S:1:pos:R:3:forces:R:3:lowdin_charge:R:1
Tl -0.6431 -1.2083 0.1079 -0.1 -0.1 -0.1 0.76
C -1.7733 0.4747 2.8584 0.0 0.0 0.1 -0.26
C -0.6438 -0.2272 3.6039 0.0 0.0 0.0 -0.21
N -0.0560 -1.3310 2.8478 0.1 0.0 0.0 -0.10
C 1.3851 -1.4591 2.9797 0.0 0.0 0.1 -0.17
C 2.1431 -0.4253 2.1776 0.0 0.0 0.0 -0.26
C 3.3555 0.0698 2.6344 0.0 0.0 0.0 -0.02
C 4.0371 0.9841 1.8469 0.0 0.0 0.0 -0.06
C 3.4914 1.3713 0.6378 0.0 0.0 0.0 -0.02
C 2.2730 0.8251 0.2475 0.0 0.0 0.0 -0.24
C 1.7016 1.1384 -1.1192 0.0 0.0 0.0 -0.16
N 0.2512 1.0611 -1.1874 0.0 0.0 0.0 -0.12
C -0.4724 2.3070 -0.8814 0.0 0.0 -0.1 -0.17
C -0.5376 2.2460 1.7495 0.0 0.0 0.0 -0.18
N -1.3478 1.0415 1.5918 0.1 0.0 0.0 -0.13
N 1.6216 -0.0466 1.0134 0.1 0.0 -0.1 0.12
H -2.1883 1.2443 3.5330 0.0 0.0 0.0 0.12
H -2.5690 -0.2422 2.6409 0.0 0.1 0.0 0.02
H -1.0369 -0.5716 4.5706 0.0 0.0 0.0 0.11
H 0.1523 0.4862 3.8318 0.0 0.0 0.0 0.11
H -0.5015 -2.2119 3.0676 0.0 0.0 0.0 0.10
H 1.6816 -2.4418 2.6143 0.0 0.0 -0.1 0.10
H 1.7231 -1.3885 4.0257 0.0 0.0 0.0 0.12
H 3.7495 -0.2589 3.5871 0.0 0.0 0.0 0.11
H 4.9817 1.3973 2.1789 0.0 0.0 0.0 0.10
H 3.9854 2.0930 0.0015 0.0 0.0 0.0 0.10
H 2.0860 0.3627 -1.7874 0.0 0.0 0.0 0.11
H 2.0963 2.1082 -1.4533 0.0 0.0 0.0 0.12
H -0.0068 0.7578 -2.1189 0.0 -0.1 0.0 0.10
H -1.5393 2.0610 -0.9346 0.0 0.0 0.0 0.11
H -0.2716 3.0708 -1.6436 0.0 0.0 0.0 0.12
H -1.0557 2.9802 2.3886 0.0 0.0 -0.1 0.11
H 0.3754 1.9719 2.2821 0.0 0.0 0.0 0.10
H -2.1665 1.2096 1.0169 -0.1 0.0 0.1 0.06
C 2.2765 7.8571 -3.9397 0.0 0.0 0.0 -0.06
C 2.9790 9.0284 -3.2969 0.1 0.1 -0.1 -0.77
O 3.3519 9.9885 -3.9402 0.0 0.0 0.0 -0.06
S 3.2311 9.0037 -1.5389 -0.1 0.0 0.0 0.97
C 2.4513 7.5509 -0.9755 0.0 -0.1 0.2 -0.66
C 3.1915 6.3866 -0.6820 0.0 0.0 -0.1 -0.16
C 2.6059 5.2439 -0.2165 0.0 0.0 -0.1 -0.07
C 1.1738 5.1503 0.0013 0.1 0.0 -0.1 -0.27
C 0.4372 6.3665 -0.2988 0.0 -0.1 0.0 -0.07
C 1.0602 7.4936 -0.7486 0.0 0.1 0.0 -0.16
C 0.5789 4.0480 0.4938 -0.2 0.1 0.2 0.02
C -0.1129 2.9315 0.4521 0.1 0.0 -0.1 -0.24
H 1.2061 8.0710 -3.9745 0.0 0.0 0.0 0.09
H 2.4077 6.9367 -3.3765 0.0 0.0 0.0 0.06
H 2.6472 7.7630 -4.9592 0.0 0.0 0.0 0.08
H 4.2659 6.3981 -0.8423 0.0 0.0 0.0 0.09
H 3.2172 4.3803 0.0119 0.0 0.0 0.0 0.08
H -0.6344 6.3668 -0.1396 0.0 0.0 0.0 0.09
H 0.4616 8.3771 -0.9534 0.0 0.0 0.0 0.09
C -3.4651 -3.6245 -1.6358 0.0 0.0 0.0 -0.24
Si -4.3633 -1.9757 -1.4222 0.0 0.0 0.1 0.03
C -3.5719 -0.7763 -2.6545 0.0 0.0 0.0 -0.26
C -6.1082 -2.3019 -2.0920 0.0 0.0 0.0 -0.26
As -4.3767 -1.0070 0.6652 0.0 0.0 -0.1 0.59
Si -4.2421 -2.9079 1.9484 -0.1 0.1 0.0 0.06
C -2.7247 -4.0366 1.8240 0.0 0.0 0.0 -0.24
C -5.7132 -4.0886 1.7575 0.0 0.0 0.0 -0.26
C -4.2735 -2.3412 3.7604 0.0 0.0 0.0 -0.26
H -3.5304 -3.9455 -2.6809 0.0 0.0 0.0 0.02
H -3.9206 -4.4012 -1.0173 0.0 0.0 0.0 0.00
H -2.4101 -3.5598 -1.3625 0.0 0.0 0.0 0.00
H -3.7573 -1.0871 -3.6875 0.0 0.0 0.0 0.02
H -2.4906 -0.7280 -2.5032 0.0 0.0 0.0 -0.01
H -3.9715 0.2313 -2.5182 0.0 0.0 0.0 0.01
H -6.0787 -2.6933 -3.1150 0.0 0.0 0.0 0.01
H -6.6971 -1.3822 -2.0853 0.0 0.0 0.0 0.01
H -6.6280 -3.0238 -1.4575 0.0 0.0 0.0 0.00
H -2.8303 -4.7593 1.0131 0.0 0.0 0.0 0.01
H -2.6086 -4.6011 2.7560 0.0 0.0 0.0 0.02
H -1.7913 -3.5029 1.6356 0.0 0.0 0.0 -0.04
H -5.7510 -4.4907 0.7419 0.0 0.0 0.0 0.00
H -6.6497 -3.5554 1.9329 0.0 0.0 0.0 0.01
H -5.6456 -4.9313 2.4543 0.0 0.0 0.0 0.01
H -3.3449 -1.8288 4.0266 0.0 0.0 0.0 -0.01
H -4.3927 -3.1926 4.4381 0.0 0.0 0.0 0.02
H -5.0928 -1.6397 3.9301 0.0 0.0 0.0 0.01
O 1.5814 -2.0100 -2.0279 0.0 0.0 0.0 -0.04
C 2.0449 -2.9055 -1.3239 0.0 0.0 0.0 -0.55
N 1.7662 -3.1267 -0.0269 0.1 0.1 0.1 -0.10
S 2.6790 -4.2741 0.6141 -0.1 -0.1 -0.1 0.58
O 3.7021 -3.7297 1.4823 0.0 0.0 0.1 -0.33
O 1.8937 -5.3511 1.1676 0.0 0.0 0.0 -0.33
C 3.4572 -4.7889 -0.9005 0.1 0.0 0.0 -0.21
C 4.3556 -5.8053 -1.1579 0.0 0.0 0.0 -0.05
C 4.8209 -5.9297 -2.4624 0.0 0.0 0.0 -0.10
C 4.3974 -5.0536 -3.4603 0.0 0.0 0.0 -0.09
C 3.4951 -4.0348 -3.1773 0.0 0.0 0.0 -0.01
C 3.0296 -3.9207 -1.8799 -0.1 0.1 0.0 -0.13
H 4.6795 -6.4791 -0.3758 0.0 0.0 0.0 0.11
H 5.5221 -6.7183 -2.7078 0.0 0.0 0.0 0.09
H 4.7770 -5.1717 -4.4681 0.0 0.0 0.0 0.09
H 3.1511 -3.3418 -3.9339 0.0 0.0 0.0 0.11
```
Forces are in eV/Å.

Charge: -2
Maximum force, eV Å⁻¹: 0.31
Energy, a.u.: -5682.2736
Frontier orbital gap, eV: 5.16
LUMO energy, eV: 3.86

The following is a DFT calculation (ωB97M-V/def2-TZVPD) of a molecular structure, C34H47BrN2OPPtSi in a non-equilibrium geometry.

Structure (XYZ):
```
88
Properties=species:S:1:pos:R:3:forces:R:3:lowdin_charge:R:1
Pt 0.1397 0.1482 0.1870 0.0 0.1 -0.2 0.79
O -1.5128 1.0679 -0.4549 -0.3 0.5 -0.3 -0.33
C -2.7753 0.8938 -0.1325 0.4 0.1 0.0 -0.35
C -3.7480 1.5940 -0.8720 0.0 0.1 0.0 0.00
C -5.0805 1.4792 -0.5683 0.0 0.0 0.0 -0.06
C -5.5120 0.6548 0.4833 0.0 0.1 -0.1 -0.08
C -4.5799 -0.0379 1.2065 0.1 -0.1 0.0 -0.04
C -3.2050 0.0624 0.9091 -0.1 -0.2 0.0 -0.10
C -2.2320 -0.6329 1.7136 0.2 0.2 0.2 -0.24
N -0.9037 -0.4067 1.7878 0.0 -1.1 0.1 -0.09
C -0.4130 -1.1998 2.8285 0.1 0.4 -0.2 -0.13
C -1.4210 -1.9034 3.3636 -0.3 0.0 0.0 -0.04
N -2.5479 -1.5507 2.6428 0.1 0.0 0.3 0.14
H -3.3988 2.2379 -1.6694 0.0 0.0 0.0 0.12
H -5.8075 2.0443 -1.1385 0.0 0.0 0.0 0.11
H -6.5619 0.5801 0.7301 0.0 0.0 0.0 0.11
H -4.9140 -0.6475 2.0392 0.0 0.0 0.0 0.11
H 0.6137 -1.1523 3.1377 0.0 -0.1 -0.1 0.09
H -1.4470 -2.6089 4.1752 0.0 0.0 0.0 0.13
H -3.4732 -1.9114 2.7904 0.0 0.0 0.1 0.16
C 3.1526 -0.9470 1.6746 0.1 0.0 0.0 -0.23
P 1.8516 -1.3028 0.4737 -0.2 -0.2 -0.1 0.80
C 1.1890 -2.9491 0.8999 0.0 0.0 0.1 -0.36
C 0.0318 -3.3884 0.2533 0.0 0.1 0.1 -0.11
C -0.4817 -4.6468 0.5146 0.0 -0.1 0.0 -0.06
C 0.1554 -5.4832 1.4252 0.0 0.0 0.0 -0.07
C 1.3033 -5.0531 2.0721 0.0 0.0 0.0 -0.07
C 1.8210 -3.7908 1.8082 0.0 0.0 0.1 -0.08
C 2.6855 -1.7098 -1.0851 0.1 0.2 -0.1 -0.37
C 4.0527 -1.9532 -1.1546 0.0 -0.1 0.0 -0.09
C 4.6255 -2.3771 -2.3477 0.0 0.0 0.0 -0.07
C 3.8349 -2.5685 -3.4692 0.0 -0.1 0.0 -0.07
C 2.4695 -2.3127 -3.4096 0.0 -0.2 0.1 -0.09
C 1.8990 -1.8723 -2.2281 0.1 -0.1 0.0 -0.13
H 3.9045 -1.7335 1.6991 0.0 0.0 0.1 0.05
H 2.7101 -0.8437 2.6647 0.0 0.0 0.0 0.05
H 3.6272 -0.0019 1.4109 0.0 0.0 0.0 0.06
H -0.4796 -2.7365 -0.4443 0.0 0.0 0.0 0.09
H -1.3782 -4.9793 0.0054 0.0 0.0 0.0 0.11
H -0.2391 -6.4721 1.6219 0.0 0.0 0.0 0.11
H 1.8064 -5.7035 2.7771 0.0 0.0 0.0 0.11
H 2.7137 -3.4709 2.3321 0.0 0.0 0.0 0.10
H 4.6874 -1.8137 -0.2887 0.0 0.0 0.0 0.10
H 5.6912 -2.5628 -2.3945 0.0 0.0 0.0 0.11
H 4.2825 -2.9072 -4.3951 0.0 0.0 0.0 0.12
H 1.8521 -2.4479 -4.2888 0.0 0.0 0.0 0.12
H 0.8388 -1.6535 -2.1920 0.0 0.0 0.0 0.09
C 4.6133 1.2276 -2.0668 0.0 0.1 -0.1 -0.11
C 4.2473 2.6354 -2.5640 0.1 0.0 0.0 -0.62
C 4.3741 3.5771 -1.3558 0.0 0.0 0.0 -0.10
C 5.2834 3.0753 -3.6197 -0.1 0.0 0.0 -0.07
Si 2.5037 2.7185 -3.3278 0.2 0.0 0.0 0.60
Br 1.1591 1.6039 -1.7280 -0.2 -0.2 0.1 0.60
C 1.6748 4.4336 -3.3209 -0.2 0.1 0.1 -0.63
C 0.3214 4.3943 -4.0522 0.0 0.0 0.0 -0.10
C 2.6045 5.4372 -4.0309 0.0 -0.1 0.0 -0.08
C 1.3769 4.9696 -1.9073 0.0 0.0 0.0 -0.11
C 2.2715 1.7209 -4.9317 -0.1 -0.1 -0.1 -0.61
C 2.6619 2.6077 -6.1323 0.0 0.0 0.0 -0.08
C 3.1636 0.4733 -4.9572 0.0 0.1 0.1 -0.10
C 0.8251 1.2321 -5.1241 0.0 0.0 -0.1 -0.10
H 5.6064 1.2720 -1.6059 0.0 0.0 0.0 0.10
H 4.6543 0.4859 -2.8627 0.0 0.0 0.1 0.06
H 3.9105 0.8705 -1.3123 0.0 0.0 0.0 0.03
H 5.3701 3.4511 -0.9195 0.0 0.0 0.0 0.09
H 3.6391 3.3501 -0.5795 0.0 0.0 0.0 0.08
H 4.2748 4.6267 -1.6339 0.0 0.0 0.0 0.07
H 6.2738 3.1019 -3.1548 0.0 0.0 0.0 0.09
H 5.0793 4.0751 -4.0103 0.0 0.0 0.0 0.07
H 5.3386 2.3888 -4.4651 0.0 0.0 0.0 0.07
H 0.4191 4.1872 -5.1177 0.0 0.0 0.0 0.07
H -0.1539 5.3749 -3.9539 0.0 0.0 0.0 0.09
H -0.3540 3.6556 -3.6140 0.0 0.0 0.0 0.07
H 2.8798 5.1224 -5.0396 0.0 0.0 0.0 0.07
H 3.5232 5.6124 -3.4677 0.0 0.0 0.0 0.07
H 2.0854 6.3964 -4.1162 0.0 0.0 0.0 0.10
H 0.6330 4.3619 -1.3927 0.0 0.0 0.0 0.05
H 0.9671 5.9795 -2.0078 0.0 0.0 0.0 0.09
H 2.2583 5.0364 -1.2738 0.0 0.0 0.0 0.06
H 3.6819 2.9935 -6.0492 0.0 0.0 0.0 0.08
H 1.9897 3.4548 -6.2671 0.0 0.0 0.0 0.07
H 2.6131 2.0037 -7.0436 0.0 0.0 0.0 0.10
H 4.2275 0.7112 -4.9514 0.0 0.0 0.0 0.07
H 2.9589 -0.0808 -5.8797 0.0 0.0 0.0 0.10
H 2.9508 -0.1894 -4.1194 0.0 0.2 -0.1 0.04
H 0.1039 2.0458 -5.1885 0.0 -0.1 0.0 0.06
H 0.5135 0.5651 -4.3191 0.0 0.0 0.0 0.05
H 0.7731 0.6696 -6.0626 0.0 0.0 0.0 0.09
```
Forces are in eV/Å.

Charge: +1
Energy above the lowest of the compared OMol25 structures with the same formula, charge and spin, kcal/mol: 0.0
Maximum force, eV Å⁻¹: 1.08
Energy, a.u.: -4832.6249
Frontier orbital gap, eV: 7.11
LUMO energy, eV: -3.16

The following is a DFT calculation (ωB97M-V/def2-TZVPD) of C34H47O10P in the gas phase in a non-equilibrium geometry.

Structure (XYZ):
```
92
Properties=species:S:1:pos:R:3:forces:R:3:lowdin_charge:R:1
C -3.1691 3.6724 -0.0856 0.1 -0.5 -0.2 -0.06
C -4.5571 2.9195 0.0113 0.7 1.8 0.4 -0.27
O -4.3169 1.4997 -0.1826 -2.0 -1.1 0.3 -0.26
P -5.7392 0.6218 -0.0037 -2.2 1.8 -0.2 0.64
O -6.7952 1.3736 0.7509 1.4 -1.0 -0.5 -0.29
C -5.4658 -1.0457 0.7616 -0.4 -0.6 -0.2 -0.19
C -5.2487 -1.0147 2.3483 0.6 0.3 -0.7 -0.15
C -4.3291 0.2025 2.6845 0.2 0.3 0.9 -0.15
C -4.9685 1.3812 3.3162 2.4 -0.1 -0.5 -0.01
C -4.1741 2.5677 3.6322 1.1 -2.6 -1.4 -0.04
C -2.7401 2.5387 3.2910 -1.2 -1.1 -0.2 -0.01
C -2.0945 1.3666 2.6834 -1.7 -0.3 0.1 -0.04
C -2.8973 0.1469 2.3735 -0.1 2.5 0.9 -0.02
C -2.1586 -1.0508 1.7598 0.7 -0.4 0.0 -0.24
O -2.6760 -2.1281 1.5039 -0.1 1.1 0.3 0.06
C -0.6241 -0.9500 1.4550 1.9 0.5 -0.4 -0.03
C 0.0471 -2.1223 0.8832 0.6 1.1 0.3 0.05
C 1.4710 -2.1515 0.5533 -0.2 1.7 0.8 -0.11
C 2.2246 -3.4110 -0.0232 -0.9 0.8 -0.1 -0.14
O 3.6154 -3.3813 0.3334 -0.5 -1.2 0.4 -0.14
C 3.8660 -4.1076 1.5332 -0.1 -0.1 1.1 -0.22
O 3.5519 -3.3103 2.6819 0.9 -0.3 -0.8 -0.12
C 4.6009 -2.3754 2.9582 0.0 0.6 1.3 -0.18
C 4.0192 -1.3003 3.9518 0.0 0.9 -0.6 -0.22
O 3.4410 -1.9056 5.1212 0.3 0.5 -0.5 -0.07
C 2.2589 -0.9337 0.7682 -3.2 0.2 0.9 0.02
C 1.5878 0.2526 1.3459 0.7 -0.8 0.2 -0.12
C 2.5067 1.5154 1.5366 -1.7 0.4 -0.6 -0.14
C 2.0770 2.5436 0.3883 0.4 -0.3 -0.3 -0.18
C 2.5691 2.0728 -1.0500 0.0 -0.1 -0.1 -0.18
C 1.5152 1.1407 -1.7909 -0.7 0.7 0.7 -0.20
C 1.1708 1.5658 -3.2701 0.8 0.2 -0.1 -0.19
C 1.9205 0.7411 -4.3900 -0.9 0.1 -1.0 -0.20
C 1.9297 -0.8250 -4.1675 0.3 0.0 1.6 -0.14
C 3.3200 -1.2460 -3.5257 -0.2 0.5 -0.5 -0.18
O 3.7667 -2.5601 -3.9553 1.1 0.9 1.0 -0.02
C 5.0397 -2.8775 -3.5176 1.0 -1.7 0.1 -0.49
C 5.9722 -1.9359 -2.6915 -0.9 1.7 -0.4 0.00
O 5.4717 -3.9730 -3.8031 -0.6 0.8 0.0 0.08
C 0.1651 0.2722 1.7188 0.1 -1.9 -0.8 -0.02
C -0.5608 1.4670 2.3607 -0.7 0.2 0.3 -0.26
O -0.0265 2.5239 2.6558 0.1 -1.0 -0.4 0.06
O -6.3426 0.4559 -1.5737 2.5 -0.1 1.8 -0.23
C -5.2784 0.3395 -2.5460 -0.1 -0.6 -2.3 -0.29
C -4.8996 1.7144 -3.2460 1.3 -0.2 1.2 -0.08
H -3.1463 4.4186 -0.9277 -0.1 -0.7 0.9 0.08
H -2.8859 4.1816 0.8752 -0.4 -0.5 -0.9 0.07
H -2.3769 2.9025 -0.2856 -0.6 0.7 0.1 0.07
H -5.2595 3.3437 -0.7523 0.5 -0.7 0.6 0.11
H -4.9854 3.1270 1.0284 0.2 -0.6 -1.1 0.10
H -4.6680 -1.6129 0.2176 -0.5 0.5 0.7 0.09
H -6.4280 -1.6205 0.6009 0.9 0.8 -0.2 0.11
H -6.2305 -0.9812 2.8939 0.9 0.4 -0.7 0.12
H -4.7745 -1.9998 2.6095 -0.3 1.1 -0.2 0.11
H -6.0629 1.3301 3.5380 1.2 0.1 -0.3 0.12
H -4.6551 3.4534 4.1016 0.6 -0.8 -0.4 0.11
H -2.1603 3.4680 3.5105 -0.3 -1.2 -0.3 0.11
H -0.5777 -3.0315 0.7240 0.6 0.9 0.2 0.12
H 2.1641 -3.3552 -1.1416 0.2 -0.1 0.9 0.13
H 1.7234 -4.3724 0.2968 0.5 1.0 -0.2 0.14
H 4.9413 -4.4171 1.6086 -0.8 0.5 -0.6 0.15
H 3.2391 -5.0426 1.6199 0.4 1.1 -0.3 0.15
H 5.0042 -1.9198 2.0122 -0.5 -0.1 0.9 0.12
H 5.4835 -2.8561 3.4872 -1.0 0.1 -0.6 0.14
H 3.2154 -0.6676 3.4697 0.8 -0.8 0.1 0.11
H 4.8341 -0.5695 4.2521 -0.6 -0.9 -0.4 0.13
H 2.9372 -1.1898 5.5436 0.2 -0.5 -0.1 0.09
H 3.3471 -0.8723 0.5337 -1.1 -0.2 0.3 0.12
H 3.5885 1.2467 1.4335 -0.9 0.2 0.1 0.11
H 2.2922 2.0391 2.5106 0.4 -0.8 -0.9 0.11
H 0.9564 2.6017 0.3310 1.1 0.0 0.3 0.09
H 2.4304 3.5830 0.6492 -0.1 -1.1 -0.4 0.11
H 2.7572 2.9832 -1.6811 -0.1 -0.8 0.5 0.10
H 3.5383 1.4877 -0.9893 -0.8 0.9 0.1 0.11
H 1.8537 0.0819 -1.6706 -0.5 0.9 -0.4 0.07
H 0.5510 1.2233 -1.2010 1.0 -0.3 -0.6 0.11
H 1.4833 2.6471 -3.3986 -0.5 -1.1 0.1 0.11
H 0.0632 1.5470 -3.4497 1.0 -0.2 0.2 0.11
H 2.9440 1.1806 -4.5875 -0.9 -0.7 0.4 0.11
H 1.3490 0.9207 -5.3524 0.7 -0.1 1.0 0.11
H 1.1531 -1.0503 -3.3746 0.6 0.1 -1.0 0.11
H 1.6527 -1.4291 -5.0659 0.6 0.6 0.6 0.12
H 4.0748 -0.5005 -3.9035 -0.7 -0.6 0.7 0.12
H 3.2786 -1.2712 -2.3952 0.0 0.4 -1.2 0.11
H 6.0818 -0.9794 -3.2907 0.0 -0.9 0.7 0.09
H 6.9983 -2.3430 -2.5414 -1.2 -0.1 -0.2 0.09
H 5.5175 -1.6046 -1.7112 0.4 -0.6 -1.0 0.08
H -5.6793 -0.3222 -3.3731 0.3 0.6 1.1 0.12
H -4.3679 -0.2095 -2.1584 -0.9 0.8 -0.2 0.11
H -4.7929 1.6281 -4.3584 -0.5 0.1 1.0 0.08
H -5.5795 2.5383 -2.9119 0.3 -0.8 -0.6 0.08
H -3.8692 1.9951 -2.8658 -1.1 -0.1 -0.4 0.07
```
Forces are in eV/Å.

Charge: 0
Maximum force, eV Å⁻¹: 3.31
Energy, a.u.: -2417.4310
Frontier orbital gap, eV: 8.01
LUMO energy, eV: -1.28

> Which of these has the highest frontier orbital gap?

C34H47O10P